(1)
Formula: C2H4N2OS
Source: the OMol25 dataset
Level of theory: ωB97M-V/def2-TZVPD

Values from the calculation:
- spin multiplicity = 1
- Kohn-Sham gap (eV) = 9.09
- HOMO (eV) = -8.9
- SMILES = [H]/N=C(\N)OC=S

Atoms and positions in Å:
H (-1.674, 1.448, -0.189)
N (-0.666, 1.319, -0.072)
C (-0.530, 0.036, -0.086)
N (-1.489, -0.990, -0.113)
O (0.783, -0.494, -0.116)
C (1.899, 0.257, -0.002)
S (3.448, -0.188, -0.071)
H (-2.374, -0.812, 0.337)
H (-1.097, -1.887, 0.140)
H (1.700, 1.311, 0.172)

(2)
Formula: C28H57NO9P
Source: the OMol25 dataset
Level of theory: ωB97M-V/def2-TZVPD

Values from the calculation:
- spin multiplicity = 2
- Kohn-Sham gap (spin up / spin down) (eV) = 8.48 / 9.28
- HOMO (spin up / spin down) (eV) = -8.5 / -9.3

Atoms and positions in Å:
C (-2.200, -3.468, 3.696)
O (-1.915, -2.580, 4.758)
C (-2.127, -1.210, 4.438)
C (-0.878, -0.381, 4.684)
C (-0.024, -0.219, 3.408)
C (1.443, -0.632, 3.584)
C (2.045, -1.045, 2.238)
C (3.538, -0.668, 2.088)
C (3.785, 0.256, 0.891)
C (3.820, -0.465, -0.466)
C (2.455, -0.403, -1.187)
C (2.606, -0.784, -2.647)
C (1.391, -0.508, -3.553)
P (1.658, -1.548, -5.044)
O (2.852, -1.105, -5.736)
O (1.802, -3.097, -4.626)
O (0.378, -1.452, -6.005)
C (0.018, -0.932, -2.950)
C (-0.741, 0.121, -2.121)
C (-0.909, -0.410, -0.667)
C (-2.169, 0.270, -2.641)
N (-0.032, 1.411, -2.019)
O (-0.676, 2.293, -1.351)
C (0.556, 1.960, -3.264)
C (-0.466, 2.677, -4.160)
C (1.574, 3.027, -2.823)
C (1.331, 0.925, -4.109)
H (-3.142, -3.224, 3.211)
H (-2.286, -4.466, 4.114)
H (-1.381, -3.491, 2.977)
H (-2.439, -1.116, 3.402)
H (-2.957, -0.827, 5.031)
H (-0.295, -0.808, 5.491)
H (-1.224, 0.600, 4.999)
H (-0.078, 0.794, 3.024)
H (-0.453, -0.885, 2.663)
H (1.971, 0.215, 4.003)
H (1.510, -1.446, 4.295)
H (1.486, -0.521, 1.475)
H (1.902, -2.111, 2.094)
H (3.801, -0.129, 2.991)
H (4.173, -1.547, 2.017)
H (2.999, 1.005, 0.920)
H (4.710, 0.804, 1.048)
H (4.157, -1.490, -0.362)
H (4.502, 0.101, -1.093)
H (1.820, -1.126, -0.694)
H (2.089, 0.605, -1.060)
H (2.811, -1.852, -2.695)
H (3.478, -0.318, -3.089)
H (1.304, -3.295, -3.813)
H (-0.229, -2.200, -5.867)
H (-0.625, -1.173, -3.793)
H (0.164, -1.862, -2.407)
H (-1.945, -0.630, -0.445)
H (-0.333, -1.307, -0.479)
H (-0.589, 0.330, 0.053)
H (-2.714, 0.908, -1.963)
H (-2.611, -0.718, -2.633)
H (-2.206, 0.621, -3.669)
H (0.074, 3.423, -4.728)
H (-0.929, 2.000, -4.869)
H (-1.242, 3.181, -3.596)
H (1.093, 3.852, -2.318)
H (2.300, 2.562, -2.163)
H (2.116, 3.350, -3.703)
H (0.860, 0.879, -5.084)
H (2.345, 1.250, -4.293)
O (-5.215, -1.125, -1.885)
C (-5.794, -1.364, -2.909)
O (-6.830, -2.224, -2.888)
C (-7.696, -2.441, -4.005)
C (-7.136, -3.475, -4.961)
C (-5.333, -0.783, -4.227)
H (-7.927, -1.499, -4.503)
H (-8.627, -2.804, -3.575)
H (-6.193, -3.149, -5.399)
H (-7.842, -3.667, -5.769)
H (-6.945, -4.409, -4.433)
H (-4.532, -1.404, -4.625)
H (-4.945, 0.215, -4.037)
H (-6.120, -0.685, -4.971)
O (3.823, 0.863, 5.592)
C (3.791, 1.988, 6.010)
O (3.708, 2.189, 7.339)
C (3.839, 3.474, 7.951)
C (2.523, 4.225, 7.973)
C (3.757, 3.175, 5.073)
H (4.635, 4.048, 7.475)
H (4.164, 3.272, 8.970)
H (2.160, 4.430, 6.966)
H (2.635, 5.174, 8.498)
H (1.761, 3.632, 8.479)
H (2.728, 3.342, 4.758)
H (4.357, 2.934, 4.199)
H (4.156, 4.093, 5.498)

(3)
Formula: C4H7NS
Source: the OMol25 dataset
Level of theory: ωB97M-V/def2-TZVPD

Values from the calculation:
- spin multiplicity = 1
- Kohn-Sham gap (eV) = 8.85
- HOMO (eV) = -7.9

Atoms and positions in Å:
C (-0.464, -0.135, -0.290)
C (2.592, 0.771, -0.452)
C (1.524, 0.305, 0.401)
C (-2.550, -0.810, 0.332)
N (-1.175, -0.712, 0.505)
S (2.809, -0.781, 0.339)
H (-0.648, 0.512, -1.156)
H (2.376, 0.957, -1.495)
H (3.123, 1.724, -0.189)
H (1.314, 0.703, 1.351)
H (-3.235, -0.497, 1.205)
H (-2.898, -1.832, 0.009)
H (-2.767, -0.204, -0.560)

(4)
Formula: C45H74Cl2F8N10O16P2S3
Source: the OMol25 dataset
Level of theory: ωB97M-V/def2-TZVPD

Values from the calculation:
- spin multiplicity = 1
- Kohn-Sham gap (eV) = 7.62
- HOMO (eV) = -8.3
- SMILES = C/C(Cl)=C(/Cl)c1cc2c(c(S(=O)(=O)F)c1)Sc1cc(S(=O)(=O)C(F)(F)C(F)(F)C(F)(F)F)cc(PP(=O)(O)O)c1N2.CNC(C)=O.CNC(C)=O.CNC(C)=O.CNC(C)=O.CNC(C)=O.CNC(C)=O.CNC(C)=O.CNC(C)=O.CNC(C)=O

Atoms and positions in Å:
C (-3.013, -2.163, 3.189)
C (-2.264, -3.511, 3.021)
Cl (-2.201, -4.697, 4.371)
C (-1.667, -3.853, 1.849)
Cl (-0.864, -5.466, 1.731)
C (-1.642, -3.013, 0.578)
C (-1.563, -1.570, 0.515)
C (-1.527, -0.829, -0.743)
C (-1.532, -1.578, -1.985)
C (-1.603, -3.042, -1.970)
S (-1.585, -4.034, -3.480)
O (-2.269, -5.310, -3.318)
O (-0.184, -4.322, -3.758)
F (-2.135, -3.201, -4.772)
C (-1.665, -3.749, -0.702)
S (-1.440, -0.575, -3.515)
C (-0.370, 0.795, -2.952)
C (0.573, 1.406, -3.854)
C (1.393, 2.504, -3.330)
S (2.660, 3.365, -4.301)
O (3.913, 3.205, -3.559)
O (2.736, 2.867, -5.666)
C (2.276, 5.185, -4.341)
F (1.274, 5.422, -5.262)
F (1.794, 5.666, -3.139)
C (3.525, 6.108, -4.708)
F (4.378, 6.251, -3.647)
F (2.994, 7.361, -4.953)
C (4.330, 5.669, -5.993)
F (5.096, 6.754, -6.364)
F (5.195, 4.645, -5.789)
F (3.528, 5.379, -7.047)
C (1.202, 2.931, -1.951)
C (0.237, 2.335, -1.037)
P (0.113, 3.040, 0.675)
P (-1.408, 4.631, 0.620)
O (-2.715, 4.174, 1.176)
O (-0.879, 5.989, 1.406)
O (-1.618, 5.076, -0.972)
C (-0.564, 1.214, -1.549)
N (-1.486, 0.602, -0.658)
H (-3.662, -1.884, 2.326)
H (-2.218, -1.364, 3.281)
H (-3.554, -2.137, 4.176)
H (-1.542, -0.982, 1.464)
H (-1.709, -4.865, -0.738)
H (0.694, 1.076, -4.909)
H (1.840, 3.764, -1.573)
H (-0.503, 2.084, 1.560)
H (-0.938, 5.863, 2.370)
H (-2.391, 4.596, -1.320)
H (-1.382, 0.932, 0.302)
C (-5.166, -7.657, -0.148)
N (-5.029, -6.226, 0.057)
C (-5.162, -5.526, 1.213)
C (-5.496, -6.296, 2.466)
O (-5.010, -4.310, 1.217)
H (-4.227, -8.040, -0.548)
H (-5.959, -7.825, -0.879)
H (-5.405, -8.184, 0.771)
H (-4.805, -5.648, -0.740)
H (-5.567, -5.607, 3.304)
H (-6.456, -6.804, 2.353)
H (-4.707, -7.021, 2.677)
C (-6.380, -12.995, -2.370)
N (-5.465, -12.275, -1.506)
C (-5.083, -10.972, -1.583)
C (-5.664, -10.136, -2.695)
O (-4.294, -10.515, -0.767)
H (-7.203, -13.377, -1.762)
H (-5.847, -13.837, -2.816)
H (-6.779, -12.363, -3.159)
H (-5.038, -12.773, -0.740)
H (-5.269, -9.125, -2.629)
H (-5.386, -10.553, -3.664)
H (-6.751, -10.090, -2.604)
C (10.032, 7.392, -5.673)
N (10.108, 8.530, -6.570)
C (9.091, 9.167, -7.209)
C (7.692, 8.657, -6.979)
O (9.324, 10.119, -7.939)
H (10.453, 7.682, -4.708)
H (10.630, 6.581, -6.093)
H (9.010, 7.050, -5.531)
H (11.016, 8.923, -6.768)
H (6.989, 9.260, -7.550)
H (7.610, 7.621, -7.312)
H (7.433, 8.733, -5.921)
C (-4.397, 0.678, 5.677)
N (-3.168, 0.730, 4.909)
C (-2.888, 1.500, 3.829)
C (-3.963, 2.431, 3.334)
O (-1.781, 1.422, 3.287)
H (-4.170, 0.936, 6.713)
H (-4.784, -0.343, 5.642)
H (-5.149, 1.363, 5.292)
H (-2.404, 0.131, 5.185)
H (-3.589, 2.975, 2.467)
H (-4.843, 1.859, 3.034)
H (-4.228, 3.148, 4.108)
C (6.822, 2.485, -4.598)
N (6.817, 1.688, -3.387)
C (7.880, 1.215, -2.685)
C (9.260, 1.537, -3.200)
O (7.703, 0.551, -1.673)
H (6.302, 3.417, -4.394)
H (6.283, 1.937, -5.373)
H (7.830, 2.701, -4.943)
H (5.925, 1.435, -2.986)
H (10.002, 1.093, -2.539)
H (9.396, 1.122, -4.200)
H (9.413, 2.617, -3.217)
C (-7.870, 6.613, 3.639)
N (-7.175, 5.342, 3.705)
C (-7.003, 4.533, 4.782)
C (-7.593, 4.975, 6.097)
O (-6.385, 3.483, 4.667)
H (-8.677, 6.530, 2.909)
H (-7.166, 7.376, 3.303)
H (-8.283, 6.903, 4.601)
H (-6.754, 4.982, 2.861)
H (-7.374, 4.230, 6.858)
H (-7.154, 5.926, 6.406)
H (-8.677, 5.073, 6.009)
C (7.848, 8.026, 0.135)
N (9.103, 8.009, -0.591)
C (9.442, 8.716, -1.702)
C (8.410, 9.646, -2.287)
O (10.553, 8.586, -2.196)
H (8.045, 8.333, 1.164)
H (7.437, 7.014, 0.140)
H (7.127, 8.705, -0.312)
H (9.841, 7.409, -0.256)
H (8.825, 10.136, -3.166)
H (7.524, 9.083, -2.589)
H (8.137, 10.412, -1.559)
C (-1.148, -11.856, 0.892)
N (-0.988, -10.440, 1.147)
C (-1.074, -9.782, 2.333)
C (-1.371, -10.595, 3.568)
O (-0.913, -8.572, 2.376)
H (-0.227, -12.234, 0.442)
H (-1.969, -11.989, 0.184)
H (-1.361, -12.413, 1.800)
H (-0.788, -9.833, 0.366)
H (-1.408, -9.934, 4.432)
H (-2.338, -11.091, 3.468)
H (-0.584, -11.334, 3.731)
C (-0.102, -1.965, 7.982)
N (-1.331, -2.416, 7.360)
C (-2.567, -1.853, 7.432)
C (-2.721, -0.597, 8.252)
O (-3.510, -2.363, 6.843)
H (0.634, -1.777, 7.198)
H (0.270, -2.759, 8.632)
H (-0.247, -1.060, 8.565)
H (-1.303, -3.253, 6.794)
H (-3.757, -0.268, 8.215)
H (-2.457, -0.793, 9.293)
H (-2.089, 0.197, 7.848)

(5)
Formula: C33H31EuN2O2S5
Source: the OMol25 dataset
Level of theory: ωB97M-V/def2-TZVPD

Values from the calculation:
- spin multiplicity = 7
- Kohn-Sham gap (spin up / spin down) (eV) = 6.41 / 8.37
- HOMO (spin up / spin down) (eV) = -8.0 / -8.0

Atoms and positions in Å:
Eu (0.480, 0.729, -0.132)
C (2.952, -1.761, -0.526)
C (1.465, -1.984, -0.359)
C (0.926, -2.339, 0.886)
C (1.800, -2.644, 2.073)
C (-0.458, -2.528, 1.017)
C (-1.002, -2.852, 2.388)
C (-1.277, -2.511, -0.117)
C (-2.767, -2.741, -0.002)
C (-0.711, -2.327, -1.387)
C (-1.546, -2.575, -2.621)
C (0.641, -1.988, -1.503)
C (1.262, -1.704, -2.850)
H (3.464, -2.716, -0.678)
H (3.397, -1.279, 0.343)
H (3.177, -1.141, -1.388)
H (1.709, -3.707, 2.318)
H (1.504, -2.077, 2.954)
H (2.852, -2.442, 1.889)
H (-2.076, -3.009, 2.392)
H (-0.774, -2.052, 3.098)
H (-0.536, -3.760, 2.780)
H (-3.012, -3.807, -0.045)
H (-3.303, -2.244, -0.810)
H (-3.162, -2.347, 0.930)
H (-0.956, -3.082, -3.384)
H (-1.922, -1.646, -3.056)
H (-2.394, -3.216, -2.397)
H (1.740, -0.725, -2.875)
H (0.526, -1.704, -3.647)
H (2.037, -2.436, -3.090)
S (1.934, 0.610, 2.274)
C (0.792, 1.831, 2.646)
N (-0.125, 2.212, 1.789)
C (-0.972, 3.186, 2.304)
C (-2.041, 3.774, 1.634)
C (-2.803, 4.717, 2.299)
C (-2.513, 5.076, 3.619)
C (-1.450, 4.497, 4.292)
C (-0.685, 3.550, 3.620)
S (0.698, 2.650, 4.180)
H (-2.258, 3.491, 0.610)
H (-3.635, 5.187, 1.788)
H (-3.123, 5.817, 4.120)
H (-1.217, 4.777, 5.312)
S (-1.144, 0.965, -2.463)
C (-2.297, 0.766, -1.217)
N (-1.944, 0.560, 0.036)
C (-3.027, 0.512, 0.903)
C (-2.958, 0.338, 2.283)
C (-4.136, 0.298, 3.007)
C (-5.374, 0.430, 2.372)
C (-5.451, 0.609, 1.000)
C (-4.266, 0.654, 0.275)
S (-4.025, 0.861, -1.440)
H (-1.992, 0.247, 2.765)
H (-4.098, 0.169, 4.082)
H (-6.284, 0.399, 2.958)
H (-6.408, 0.715, 0.505)
O (7.005, -0.483, -4.337)
C (5.677, -0.467, -4.605)
O (5.259, -1.060, -5.558)
C (4.819, 0.351, -3.693)
C (5.148, 0.581, -2.361)
C (4.295, 1.300, -1.539)
C (3.095, 1.821, -2.033)
S (2.027, 2.757, -0.980)
C (2.786, 1.606, -3.382)
C (3.629, 0.868, -4.195)
H (7.204, 0.151, -3.638)
H (6.052, 0.156, -1.934)
H (4.537, 1.453, -0.495)
H (1.863, 2.014, -3.775)
H (3.374, 0.668, -5.229)

(6)
Formula: C5H6N2O2
Source: the OMol25 dataset
Level of theory: ωB97M-V/def2-TZVPD

Values from the calculation:
- spin multiplicity = 3
- Kohn-Sham gap (spin up / spin down) (eV) = 8.43 / 7.67
- HOMO (spin up / spin down) (eV) = -8.2 / -9.5

Atoms and positions in Å:
C (1.489, -0.609, -1.138)
C (0.550, -0.152, -0.347)
C (-0.127, 0.684, 0.394)
C (-1.432, 0.351, 1.040)
C (0.425, 2.066, 0.653)
N (2.202, -1.210, -1.863)
N (0.165, -2.803, -1.390)
O (1.125, -3.010, -2.045)
O (-0.828, -3.388, -1.084)
H (-1.826, -0.598, 0.686)
H (-1.296, 0.298, 2.121)
H (-2.152, 1.142, 0.835)
H (0.600, 2.584, -0.288)
H (-0.272, 2.643, 1.254)
H (1.378, 2.003, 1.172)

> Which formula does entry 1 have?

C2H4N2OS

> Number 4 is which compound?

C45H74Cl2F8N10O16P2S3

> What is the spin multiplicity in the sixth record?

3